Record 1
A molecular structure, C4H8N2S2 in a non-equilibrium geometry, computed with ωB97M-V/def2-TZVPD.

The energy above the lowest of the compared OMol25 structures with the same formula, charge and spin is 132.48 kcal per mole. The calculation puts the HOMO-LUMO gap at 7.352 eV. The calculation puts the electronic energy at -1062.884606 a.u. The calculation puts the largest force on an atom at 6.2 eV Å⁻¹. The LUMO energy is -0.0437 Ha.

Atoms and positions in Å:
C 2.058 0.258 0.060
C -0.636 -0.114 0.527
C -1.895 -0.987 0.419
C -1.041 0.964 -0.363
H 3.922 0.608 -0.327
H 4.010 -1.666 0.219
H 2.723 1.956 0.174
H -0.246 0.150 1.592
H -2.262 -1.767 1.288
H -1.507 -1.874 -0.230
H -0.684 0.920 -1.410
H -0.778 2.037 0.094
N 3.395 -0.205 -0.050
N 1.747 1.498 0.357
S 0.877 -0.949 -0.312
S -2.884 0.315 -0.151

Cartesian forces (eV/Å) of the 6 atoms listed first:
C 0.534 -0.034 0.893
C 2.720 -2.050 2.180
C 2.140 -5.526 1.704
C -1.580 4.067 0.281
H 1.493 -0.676 0.099
H -2.375 5.300 -1.139

=====

Record 2
A single C4H8O2 molecule, computed with ωB97M-V/def2-TZVPD.

The energy above the lowest of the compared OMol25 structures with the same formula, charge and spin is 108.00 kcal per mole. The calculation puts the HOMO-LUMO gap (alpha / beta) at 7.423 / 7.416 eV. The calculation puts the electronic energy at -307.540329 a.u. The calculation puts the largest force on an atom at 0.4 eV Å⁻¹. The LUMO energy (alpha / beta) is -0.0410 / -0.0411 Ha.

Atoms and positions in Å:
C -1.692 1.394 -0.022
O -0.308 1.257 0.240
C 0.423 -0.683 -0.252
C 1.762 -1.106 -0.686
C 0.060 -0.026 0.998
O -0.859 -0.739 1.547
H -2.040 2.329 0.433
H -1.873 1.440 -1.104
H -2.239 0.558 0.429
H -0.446 -0.971 -0.841
H 1.877 -1.071 -1.774
H 2.554 -0.540 -0.187
H 1.864 -2.163 -0.393
H 0.915 0.320 1.611

Cartesian forces (eV/Å) of the 6 atoms listed first:
C -0.283 0.035 -0.090
O 0.082 0.059 0.029
C 0.174 -0.137 -0.078
C -0.009 0.196 0.014
C 0.313 -0.188 -0.044
O -0.033 0.064 0.020

=====

Record 3
A molecular structure, C26H28IrN5O4S2 in a non-equilibrium geometry, computed with ωB97M-V/def2-TZVPD.

The energy above the lowest of the compared OMol25 structures with the same formula, charge and spin is 57.51 kcal per mole. The calculation puts the HOMO-LUMO gap (alpha / beta) at 6.382 / 6.380 eV. The calculation puts the electronic energy at -2482.996218 a.u. The calculation puts the largest force on an atom at 1.2 eV Å⁻¹. The LUMO energy (alpha / beta) is -0.0173 / -0.0174 Ha.

Atoms and positions in Å:
Ir -0.132 0.071 -0.117
C 0.148 -3.361 0.503
C 0.350 -2.165 1.375
N -0.597 -1.211 1.372
N -0.958 -0.711 2.627
C -1.390 0.483 2.608
S -1.286 1.522 1.218
S -2.194 1.138 4.050
C -3.343 -0.248 4.357
C -4.427 -0.305 3.317
C -4.231 -1.031 2.143
C -5.191 -1.019 1.140
C -6.358 -0.285 1.296
C -6.564 0.434 2.467
C -5.603 0.424 3.467
C 1.508 -1.948 2.145
C 2.211 -2.978 2.828
C 3.240 -2.691 3.670
C 3.646 -1.340 3.823
C 3.065 -0.329 3.120
C 1.978 -0.579 2.219
O 1.572 0.339 1.438
H -0.887 -3.697 0.557
H 0.819 -4.169 0.791
H 0.366 -3.105 -0.537
H -3.738 -0.068 5.356
H -2.738 -1.152 4.356
H -3.316 -1.598 2.015
H -5.027 -1.590 0.233
H -7.106 -0.273 0.513
H -7.474 1.006 2.600
H -5.760 0.998 4.374
H 1.863 -4.000 2.730
H 3.726 -3.476 4.233
H 4.451 -1.107 4.510
H 3.415 0.692 3.204
N -2.336 2.251 -3.126
C -1.791 1.434 -2.210
O -0.636 1.625 -1.806
C -2.584 0.287 -1.688
C -1.602 -0.787 -1.235
H -1.835 3.077 -3.406
H -3.289 2.134 -3.416
H -3.318 -0.055 -2.427
H -3.138 0.660 -0.819
H -1.159 -1.275 -2.116
H -2.135 -1.543 -0.660
O 6.441 2.505 1.185
C 6.705 1.526 0.205
N 5.413 1.229 -0.367
C 5.307 0.408 -1.430
O 6.280 -0.107 -1.958
C 3.920 0.158 -1.945
C 3.757 -0.197 -3.275
C 2.480 -0.431 -3.752
C 1.414 -0.330 -2.875
N 1.572 -0.021 -1.585
C 2.804 0.222 -1.129
H 7.263 2.739 1.623
H 7.138 0.619 0.637
H 7.377 1.889 -0.576
H 4.620 1.699 0.038
H 4.634 -0.294 -3.902
H 2.304 -0.694 -4.785
H 0.397 -0.494 -3.204
H 2.863 0.446 -0.071

Cartesian forces (eV/Å) of the 6 atoms listed first:
Ir -0.018 0.773 -0.260
C 0.054 0.003 -0.111
C 0.370 0.472 -0.186
N -0.593 -0.723 0.259
N 0.466 -0.009 -0.253
C -0.156 0.473 0.155

=====

Record 4
A molecular structure, C39H33FFeN2O4P in a non-equilibrium geometry, computed with ωB97M-V/def2-TZVPD.

The energy above the lowest of the compared OMol25 structures with the same formula, charge and spin is 20.07 kcal per mole. The calculation puts the HOMO-LUMO gap (alpha / beta) at 5.902 / 8.042 eV. The calculation puts the electronic energy at -3620.846958 a.u. The calculation puts the largest force on an atom at 1.9 eV Å⁻¹. The LUMO energy (alpha / beta) is -0.2929 / -0.2143 Ha. The spin multiplicity is 2. Its charge is +2.

Atoms and positions in Å:
Fe -0.594 1.094 1.352
C -0.452 0.531 3.990
C -0.574 1.904 3.816
C 0.484 2.632 3.264
C 1.675 1.997 2.936
C 1.819 0.634 3.170
C 0.757 -0.100 3.673
H -1.259 -0.036 4.437
H -1.466 2.426 4.133
H 0.395 3.703 3.143
H 2.502 2.573 2.539
H 2.762 0.146 2.968
H 0.872 -1.157 3.868
O -2.262 3.141 1.786
N -2.695 1.834 1.540
C -3.807 1.611 2.110
C -4.464 0.308 1.926
C -5.828 0.235 2.176
C -6.526 -0.939 1.925
C -5.860 -2.048 1.430
C -4.495 -1.989 1.179
C -3.792 -0.817 1.430
P -2.030 -0.900 1.070
C -1.305 -2.146 2.104
C -1.975 -2.682 3.208
C -1.359 -3.667 3.965
C -0.085 -4.109 3.630
C 0.597 -3.555 2.549
C 0.001 -2.557 1.799
C -1.882 -1.390 -0.630
C -1.454 -2.660 -1.031
C -1.443 -2.969 -2.382
C -1.832 -2.021 -3.322
C -2.266 -0.763 -2.922
C -2.298 -0.447 -1.576
H -1.912 3.380 0.902
H -4.305 2.407 2.657
H -6.349 1.109 2.547
H -7.592 -0.983 2.109
H -6.398 -2.968 1.238
H -3.984 -2.863 0.793
H -2.972 -2.348 3.464
H -1.878 -4.098 4.812
H 0.385 -4.886 4.220
H 1.591 -3.902 2.298
H 0.538 -2.098 0.976
H -1.157 -3.406 -0.308
H -1.141 -3.958 -2.700
H -1.805 -2.271 -4.375
H -2.585 -0.028 -3.649
H -2.654 0.527 -1.266
C 2.468 2.902 -5.221
C 3.189 1.766 -4.520
C 4.675 2.040 -4.377
C 5.368 0.840 -3.759
C 4.733 0.490 -2.440
C 5.456 -0.130 -1.453
C 4.856 -0.466 -0.239
F 5.600 -1.075 0.688
C 3.552 -0.189 0.021
C 2.794 0.470 -0.961
C 1.421 0.820 -0.694
O 0.876 0.425 0.409
C 0.758 1.556 -1.659
C 1.377 1.841 -2.861
N 2.614 1.483 -3.154
C 3.379 0.807 -2.190
C -0.575 2.112 -1.393
O -1.308 2.510 -2.267
O -0.888 2.195 -0.108
H 3.026 3.140 -6.126
H 2.437 3.800 -4.601
H 1.456 2.645 -5.531
H 3.061 0.846 -5.096
H 4.822 2.932 -3.761
H 5.084 2.248 -5.365
H 6.433 1.021 -3.620
H 5.278 -0.016 -4.436
H 6.502 -0.367 -1.606
H 3.096 -0.459 0.959
H 0.817 2.387 -3.606

Cartesian forces (eV/Å) of the 6 atoms listed first:
Fe -1.589 -0.682 -0.775
C 0.065 -0.097 -0.171
C -0.008 0.271 -0.089
C 0.020 0.214 -0.018
C 0.172 -0.011 0.164
C 0.025 0.049 0.124

=====

Record 5
A single C16H26N2O5 molecule in a non-equilibrium geometry, computed with ωB97M-V/def2-TZVPD.

The energy above the lowest of the compared OMol25 structures with the same formula, charge and spin is 33.51 kcal per mole. The calculation puts the HOMO-LUMO gap at 8.259 eV. The calculation puts the electronic energy at -1110.964352 a.u. The calculation puts the largest force on an atom at 3.3 eV Å⁻¹. The LUMO energy is 0.0203 Ha.

Atoms and positions in Å:
O 1.386 3.288 -1.172
N -1.362 -2.611 0.815
O 1.583 3.423 -3.448
O 4.302 -2.441 0.098
O -3.237 1.402 2.112
O 3.236 -2.048 2.466
C 1.750 2.816 -2.224
C -2.677 -2.604 0.822
C -1.066 -1.281 1.013
C -2.195 -0.465 1.086
C 0.292 -0.789 1.259
C 1.401 -1.589 1.159
N -3.264 -1.344 0.956
C 0.965 4.709 -3.479
C -3.349 -3.919 0.720
C -4.696 -1.005 1.065
C 2.324 1.423 -2.246
C 2.702 0.871 -0.877
C 3.229 -0.585 -1.018
C -2.547 1.704 -0.096
C 3.770 -1.100 0.323
C -2.193 1.029 1.238
C 2.753 -1.127 1.497
H 4.383 -2.942 0.909
H -3.044 1.011 2.986
H 2.561 -2.236 3.163
H 0.490 0.242 1.561
H 1.257 -2.583 0.807
H -0.029 4.690 -2.988
H 1.628 5.407 -2.987
H 0.791 5.034 -4.484
H -2.733 -4.670 1.159
H -4.302 -4.001 1.258
H -3.505 -4.169 -0.329
H -4.991 -1.143 2.112
H -4.862 0.040 0.791
H -5.349 -1.649 0.431
H 3.163 1.346 -2.943
H 1.536 0.809 -2.677
H 3.453 1.522 -0.397
H 1.863 0.896 -0.205
H 4.031 -0.630 -1.752
H 2.417 -1.221 -1.359
H -3.543 1.423 -0.455
H -1.821 1.385 -0.856
H -2.537 2.803 0.020
H 4.588 -0.453 0.661
H -1.224 1.428 1.595
H 2.672 -0.096 1.912

Cartesian forces (eV/Å) of the 6 atoms listed first:
O -0.006 0.565 -0.747
N -0.960 1.643 0.475
O 0.306 -1.048 0.449
O -0.425 1.093 -0.925
O -0.160 0.144 1.443
O 0.418 -0.225 1.227

=====

Record 6
A molecular structure, C3HFO2Yb in a non-equilibrium geometry, computed with ωB97M-V/def2-TZVPD.

The energy above the lowest of the compared OMol25 structures with the same formula, charge and spin is 49.04 kcal per mole. The calculation puts the HOMO-LUMO gap at 6.779 eV. The calculation puts the electronic energy at -1522.971205 a.u. The calculation puts the largest force on an atom at 3.1 eV Å⁻¹. The LUMO energy is -0.3867 Ha. Its charge is +2.

Atoms and positions in Å:
O 3.325 -0.228 -0.515
C 4.051 -1.102 -0.470
Yb 1.688 1.520 -0.754
F -0.110 0.048 -0.007
H -2.499 -0.428 1.462
O -2.419 -0.338 -0.693
C -2.737 0.248 0.344
C -1.300 0.281 0.632

Cartesian forces (eV/Å) of the 6 atoms listed first:
O -0.644 0.763 -0.081
C 0.661 -0.771 0.066
Yb -0.299 -0.286 0.128
F 0.681 0.223 -1.295
H -0.225 0.617 -1.089
O -0.947 -0.451 -0.579

=====

> Which formula does entry 4 have?

C39H33FFeN2O4P

=====

What did the fourth record say?
A molecular structure, C39H33FFeN2O4P in a non-equilibrium geometry, computed with ωB97M-V/def2-TZVPD.

The energy above the lowest of the compared OMol25 structures with the same formula, charge and spin is 20.07 kcal per mole. The calculation puts the HOMO-LUMO gap (alpha / beta) at 5.902 / 8.042 eV. The calculation puts the electronic energy at -3620.846958 a.u. The calculation puts the largest force on an atom at 1.9 eV Å⁻¹. The LUMO energy (alpha / beta) is -0.2929 / -0.2143 Ha. The spin multiplicity is 2. Its charge is +2.

Atoms and positions in Å:
Fe -0.594 1.094 1.352
C -0.452 0.531 3.990
C -0.574 1.904 3.816
C 0.484 2.632 3.264
C 1.675 1.997 2.936
C 1.819 0.634 3.170
C 0.757 -0.100 3.673
H -1.259 -0.036 4.437
H -1.466 2.426 4.133
H 0.395 3.703 3.143
H 2.502 2.573 2.539
H 2.762 0.146 2.968
H 0.872 -1.157 3.868
O -2.262 3.141 1.786
N -2.695 1.834 1.540
C -3.807 1.611 2.110
C -4.464 0.308 1.926
C -5.828 0.235 2.176
C -6.526 -0.939 1.925
C -5.860 -2.048 1.430
C -4.495 -1.989 1.179
C -3.792 -0.817 1.430
P -2.030 -0.900 1.070
C -1.305 -2.146 2.104
C -1.975 -2.682 3.208
C -1.359 -3.667 3.965
C -0.085 -4.109 3.630
C 0.597 -3.555 2.549
C 0.001 -2.557 1.799
C -1.882 -1.390 -0.630
C -1.454 -2.660 -1.031
C -1.443 -2.969 -2.382
C -1.832 -2.021 -3.322
C -2.266 -0.763 -2.922
C -2.298 -0.447 -1.576
H -1.912 3.380 0.902
H -4.305 2.407 2.657
H -6.349 1.109 2.547
H -7.592 -0.983 2.109
H -6.398 -2.968 1.238
H -3.984 -2.863 0.793
H -2.972 -2.348 3.464
H -1.878 -4.098 4.812
H 0.385 -4.886 4.220
H 1.591 -3.902 2.298
H 0.538 -2.098 0.976
H -1.157 -3.406 -0.308
H -1.141 -3.958 -2.700
H -1.805 -2.271 -4.375
H -2.585 -0.028 -3.649
H -2.654 0.527 -1.266
C 2.468 2.902 -5.221
C 3.189 1.766 -4.520
C 4.675 2.040 -4.377
C 5.368 0.840 -3.759
C 4.733 0.490 -2.440
C 5.456 -0.130 -1.453
C 4.856 -0.466 -0.239
F 5.600 -1.075 0.688
C 3.552 -0.189 0.021
C 2.794 0.470 -0.961
C 1.421 0.820 -0.694
O 0.876 0.425 0.409
C 0.758 1.556 -1.659
C 1.377 1.841 -2.861
N 2.614 1.483 -3.154
C 3.379 0.807 -2.190
C -0.575 2.112 -1.393
O -1.308 2.510 -2.267
O -0.888 2.195 -0.108
H 3.026 3.140 -6.126
H 2.437 3.800 -4.601
H 1.456 2.645 -5.531
H 3.061 0.846 -5.096
H 4.822 2.932 -3.761
H 5.084 2.248 -5.365
H 6.433 1.021 -3.620
H 5.278 -0.016 -4.436
H 6.502 -0.367 -1.606
H 3.096 -0.459 0.959
H 0.817 2.387 -3.606

Cartesian forces (eV/Å) of the 6 atoms listed first:
Fe -1.589 -0.682 -0.775
C 0.065 -0.097 -0.171
C -0.008 0.271 -0.089
C 0.020 0.214 -0.018
C 0.172 -0.011 0.164
C 0.025 0.049 0.124

=====

> Among the records above, which one has the lowest largest force on an atom?

C4H8O2

=====

> Which formula does entry 6 have?

C3HFO2Yb